{"formula": "C41H46ClF9LiO4PSi", "method": "ωB97M-V/def2-TZVPD", "total_charge": -2, "lumo_ha": 0.14521, "multiplicity": 1, "homo_energy_ev": -0.18, "gap_ev": 4.128, "symbols": ["C", "H", "F", "H", "F", "C", "H", "C", "H", "C", "H", "H", "H", "H", "C", "H", "C", "H", "C", "C", "H", "H", "C", "H", "C", "C", "C", "H", "H", "C", "O", "H", "H", "C", "H", "H", "P", "O", "H", "H", "C", "H", "F", "O", "C", "C", "C", "Cl", "H", "Li", "H", "C", "H", "C", "C", "H", "C", "H", "C", "C", "H", "C", "C", "H", "H", "F", "F", "F", "C", "C", "O", "C", "C", "H", "H", "C", "F", "C", "C", "H", "C", "H", "H", "H", "H", "C", "H", "H", "H", "H", "H", "F", "C", "C", "H", "H", "C", "H", "C", "F", "Si", "C", "C", "H"], "positions_angstrom": [[-0.0786, 5.5344, 0.5784], [5.4416, 1.2277, -4.1045], [2.7052, -4.5440, -2.4579], [-3.6636, 1.6484, 2.7324], [2.0941, -0.6543, -3.5519], [2.3982, -1.9136, -3.2107], [-5.2755, -0.0740, 3.4389], [5.6155, 1.0261, 0.5234], [-1.8103, -3.7682, -0.8941], [3.1951, 3.4098, -1.8620], [-2.8904, 4.3374, -0.8701], [-2.3771, 1.2861, 1.5526], [-5.1813, -1.7380, 2.8362], [5.2538, -2.4663, 2.0980], [3.2066, 3.5967, 3.3342], [-5.4737, 0.3480, -0.1047], [-3.8174, -1.8235, -2.1814], [0.7556, 0.9603, 1.9339], [6.5982, -0.8472, 1.6725], [4.3584, 0.4165, 0.5228], [-2.7865, -1.7551, 3.6823], [-4.1533, 0.6791, -1.2366], [-3.4119, 1.0598, 1.8323], [-2.6746, 2.3505, -1.8003], [4.5603, 3.1689, -3.8291], [5.3610, -1.4779, 1.6665], [3.4691, 2.0979, -1.4808], [3.2937, -1.3481, 1.0764], [-5.6807, -0.0107, -1.8227], [4.8284, 1.8549, -3.4692], [1.0453, 2.2523, -0.5155], [7.4611, -1.3333, 2.1129], [-5.7437, -0.4460, 1.7775], [1.5840, -3.9651, -1.9642], [4.9679, 3.5784, -4.7461], [-5.3243, -3.4160, -0.5603], [2.7280, 1.2430, -0.0324], [1.9046, -0.0072, -0.2148], [-3.5310, -5.0248, 2.1050], [4.3046, 3.3180, 1.5157], [-1.8640, 4.3753, -0.5191], [-6.3895, -2.2119, -1.2923], [1.8430, -3.6335, -0.7011], [-1.2216, 1.0104, -1.5568], [1.0993, -2.7095, -2.7793], [-5.0219, -0.6937, 2.5572], [-5.6013, -2.3611, -0.5302], [-2.4460, 6.8837, 0.3741], [4.5175, 0.3057, -2.0292], [0.1939, -0.2963, -1.1503], [-1.6200, -0.5737, 3.0699], [2.1049, 3.2120, 4.0891], [3.8930, 4.3443, 3.7145], [6.7230, 0.4095, 1.0932], [1.2294, 2.2546, 3.5920], [-1.2122, -2.8057, 2.6705], [-2.5172, -4.1999, -0.1778], [7.6862, 0.9077, 1.0785], [3.4334, 3.0218, 2.0905], [4.2559, -0.8505, 1.1010], [-4.7203, -3.8188, 1.5881], [-3.7106, -3.9403, 1.9852], [-1.6600, 2.1217, -1.4100], [-6.0519, -2.1631, 0.4451], [0.3674, 1.9503, 4.1730], [0.6418, -4.9202, -1.9379], [0.3724, -2.2747, -5.0410], [3.2854, -1.8359, -2.2064], [-1.3926, 5.4968, 0.1230], [-4.9573, -0.0241, -0.9899], [0.2580, -1.9787, -2.0953], [0.3077, 3.2797, -0.2731], [-2.6426, -3.3180, 1.0711], [-3.4733, -4.3468, -0.6843], [-4.0546, 1.4091, 1.0209], [-1.0441, 3.2698, -0.7097], [-0.8355, -3.6116, -3.8658], [0.4190, -3.2394, -4.1021], [2.5512, 2.0734, 1.5836], [-2.9365, -0.0545, 4.1471], [-1.2832, -3.4285, 1.7772], [-3.6952, -3.5032, 2.9877], [-2.9686, -1.1808, -2.4323], [-2.1419, -5.1966, 0.1081], [3.5264, 4.9734, -3.2885], [-2.6760, -0.7334, 3.3164], [5.7451, 1.9946, 0.0498], [-1.1028, -4.4746, 2.0803], [-3.4540, -2.8501, -2.2144], [-4.5886, -1.7135, -2.9649], [2.5439, 4.0266, -1.2612], [3.0610, -2.4446, -4.2638], [-3.5722, -0.4434, 2.1115], [4.3010, 1.3312, -2.2979], [1.7762, 4.5058, 0.7391], [-0.4788, -3.1246, 1.1004], [3.7499, 3.9488, -3.0161], [1.9304, 3.6549, 5.0622], [1.4457, 1.6926, 2.3409], [1.0437, -4.2954, -4.6735], [-2.8662, -1.4183, 0.4856], [0.7570, 4.4578, 0.3825], [-4.4039, -1.4422, -0.8131], [0.2858, 6.4191, 1.0856]], "forces_ev_per_a": [[-0.07, 0.06, -0.01], [0.00, 0.00, 0.00], [0.09, -0.09, -0.06], [0.01, -0.03, -0.05], [-0.07, -0.04, -0.01], [-0.18, 0.12, 0.10], [0.04, -0.05, -0.06], [-0.05, -0.01, -0.01], [-0.02, -0.04, 0.03], [0.12, 0.02, 0.08], [0.03, 0.01, 0.01], [-0.06, 0.01, 0.02], [-0.01, 0.01, -0.01], [-0.01, 0.01, 0.00], [-0.05, -0.02, 0.01], [-0.02, -0.01, 0.01], [-0.02, 0.03, -0.04], [0.01, 0.01, 0.01], [-0.05, 0.03, -0.03], [-0.04, 0.08, 0.10], [0.01, 0.01, 0.01], [-0.07, -0.05, 0.04], [0.02, 0.00, 0.02], [0.03, 0.03, 0.00], [-0.02, -0.04, 0.03], [0.00, 0.07, -0.04], [-0.15, 0.16, -0.07], [0.02, 0.02, 0.01], [0.04, 0.02, 0.02], [-0.02, 0.06, 0.00], [-0.33, 0.40, -0.28], [0.00, -0.01, 0.00], [0.00, 0.01, 0.00], [-0.06, 0.21, 0.05], [0.01, 0.00, 0.01], [0.01, 0.00, 0.02], [0.74, -1.27, 0.46], [-0.02, 0.54, -0.23], [0.01, 0.08, 0.01], [-0.03, -0.01, 0.00], [-0.16, 0.16, 0.04], [0.07, -0.02, 0.04], [0.05, -0.01, 0.08], [0.26, -0.13, -0.31], [0.03, 0.05, -0.19], [0.08, 0.04, 0.05], [-0.02, 0.07, -0.05], [0.09, -0.09, -0.02], [-0.04, 0.01, -0.01], [-0.04, -0.50, 0.18], [-0.04, -0.02, 0.02], [0.03, -0.02, -0.06], [0.00, -0.01, 0.00], [-0.05, -0.01, -0.01], [0.04, 0.00, -0.02], [-0.01, -0.04, -0.02], [0.04, 0.01, -0.02], [0.00, 0.00, -0.01], [0.05, -0.05, -0.02], [0.03, -0.02, -0.07], [0.01, -0.02, -0.01], [0.08, -0.03, -0.02], [-0.14, 0.47, 0.33], [-0.01, -0.01, -0.01], [-0.01, -0.01, -0.02], [-0.11, -0.10, 0.00], [0.00, 0.09, -0.06], [0.07, -0.06, 0.08], [-0.06, 0.06, 0.04], [0.09, 0.05, -0.06], [0.15, 0.30, 0.03], [0.14, -0.28, 0.00], [-0.18, -0.06, 0.07], [0.01, 0.00, 0.01], [0.05, 0.00, 0.04], [-0.21, -0.24, -0.28], [-0.10, -0.09, -0.02], [0.05, 0.13, 0.22], [-0.17, 0.28, -0.10], [0.03, -0.03, -0.03], [0.05, -0.01, -0.03], [-0.01, 0.00, -0.04], [-0.05, -0.02, 0.00], [-0.01, 0.04, -0.02], [0.00, -0.01, 0.00], [0.06, 0.07, 0.02], [-0.01, 0.01, 0.03], [0.01, 0.05, -0.02], [-0.02, 0.02, -0.01], [0.05, -0.01, 0.03], [-0.02, -0.03, -0.01], [0.07, -0.10, -0.11], [-0.28, -0.02, -0.04], [-0.09, -0.03, 0.02], [-0.03, -0.02, 0.04], [-0.04, -0.02, 0.05], [0.03, -0.06, 0.04], [0.00, 0.01, 0.00], [0.00, 0.01, 0.03], [0.08, -0.12, -0.08], [0.32, 0.19, 0.13], [-0.01, -0.03, -0.01], [-0.07, -0.12, 0.05], [0.00, 0.01, 0.01]], "lowdin_charge": [-0.110, 0.101, 0.125, 0.069, 0.147, -0.532, 0.066, -0.112, 0.062, -0.055, 0.110, 0.054, 0.055, 0.095, -0.101, 0.048, -0.136, 0.115, -0.119, -0.241, 0.049, 0.051, -0.150, 0.118, -0.103, -0.089, -0.221, 0.104, 0.070, -0.079, -0.167, 0.086, 0.046, -0.544, 0.092, 0.051, 0.760, -0.383, 0.066, 0.102, -0.078, 0.066, 0.158, -0.025, -0.397, -0.125, -0.125, 0.578, 0.104, 0.567, 0.062, -0.103, 0.092, -0.108, -0.069, 0.043, -0.134, 0.088, -0.095, -0.062, 0.050, -0.124, -0.215, 0.052, 0.102, 0.148, 0.142, 0.140, -0.673, -0.138, -0.165, -0.322, -0.657, 0.051, 0.049, -0.104, 0.158, -0.542, -0.253, 0.069, -0.143, 0.050, 0.064, 0.074, 0.095, -0.148, 0.098, 0.071, 0.050, 0.071, 0.083, 0.128, -0.657, -0.083, 0.095, 0.063, -0.088, 0.091, -0.051, 0.125, 0.869, -0.017, -0.647, 0.099]}

---

{"formula": "C41H46FIN3O10P2", "method": "ωB97M-V/def2-TZVPD", "total_charge": 1, "lumo_ha": -0.12217, "multiplicity": 1, "homo_energy_ev": -10.23, "gap_ev": 6.906, "symbols": ["C", "C", "H", "C", "C", "I", "N", "H", "H", "H", "H", "N", "C", "H", "H", "C", "H", "C", "C", "O", "C", "H", "C", "H", "H", "C", "H", "C", "C", "P", "H", "H", "H", "C", "H", "C", "H", "C", "H", "C", "H", "H", "H", "O", "H", "C", "C", "C", "C", "C", "H", "H", "C", "C", "C", "H", "C", "C", "H", "H", "C", "H", "H", "H", "C", "O", "H", "C", "H", "O", "C", "O", "H", "H", "C", "C", "H", "H", "H", "H", "H", "N", "H", "O", "O", "C", "O", "C", "H", "C", "H", "F", "C", "H", "P", "O", "O", "H", "C", "C", "C", "H", "C", "H"], "positions_angstrom": [[-4.9954, -4.0895, 0.7335], [-1.0506, 2.3413, -0.7624], [-3.5212, 1.0086, 2.9027], [-0.3123, -4.0073, -1.6194], [-1.9194, -8.6858, 1.1009], [3.2426, 2.9237, -0.9508], [-2.3954, 2.3215, -0.1501], [3.7980, 0.7164, 3.5973], [2.2067, -0.9735, 2.0660], [5.9258, 2.4921, 0.0923], [1.6387, 0.6000, -3.1533], [1.4909, 0.4998, -1.1924], [-3.6417, 3.5607, 1.7244], [0.9870, 3.5058, -2.7409], [-2.2617, 0.0799, 1.8180], [-2.8307, 1.9882, -4.2764], [3.5785, -0.1096, -1.1328], [2.6348, 0.4900, 3.7417], [-4.1958, -1.4180, 0.1529], [-1.0276, -9.2640, 0.4952], [-2.9389, -9.4336, 1.8628], [-4.1175, -0.2995, 0.4846], [8.4760, 3.2770, 2.9874], [-3.5499, 2.2051, -3.3807], [-2.7544, 2.8984, -5.0457], [-4.4183, -4.5236, -0.7708], [2.3796, 2.2795, 1.8588], [6.5950, 2.6747, 0.9245], [-4.0095, -7.3277, 2.5240], [-1.0280, 1.5387, -3.6724], [-4.1448, 3.2912, 2.7445], [-1.2620, -6.6793, 0.5346], [0.9977, 3.9265, 2.3640], [8.6837, 3.8045, 1.7770], [2.1536, 1.4261, 4.2649], [-0.3305, -1.2154, -0.2771], [9.5322, 4.4430, 1.5636], [2.5070, -0.6341, -1.0670], [9.1453, 3.4596, 3.8196], [-3.9116, -8.8009, 2.5260], [0.1215, -0.7542, -2.4060], [-0.7538, 7.4903, -3.5746], [-5.4645, -4.8922, 1.4693], [2.5091, -1.6201, -2.1520], [-4.6669, -9.3342, 3.0903], [-1.0886, 1.0052, -1.7881], [0.2405, 2.3490, 0.2688], [-2.3346, 4.8052, -1.3837], [-2.7045, 2.3152, 1.1042], [-3.7189, -3.4226, -1.7844], [-0.6326, -4.9163, -2.3233], [4.4553, -1.2993, -2.9660], [-3.5991, -1.8419, -1.3126], [7.7593, 3.5418, 0.6562], [0.1324, 4.3235, -2.5672], [-3.1103, 4.5970, 1.7036], [-1.0520, 3.8083, -1.5921], [1.6159, 1.5855, -0.1522], [-5.3079, -2.1625, 2.2191], [-4.5401, 3.6451, 0.9412], [-2.0173, -7.2126, 1.0989], [-2.9926, 7.0241, -2.1231], [-3.0750, -5.4999, 1.7711], [-3.3084, 4.6570, -0.7744], [3.8438, -2.1623, -2.4337], [-0.4647, 0.2463, -4.6974], [0.7504, 0.1346, 2.5054], [7.3118, 2.4099, 3.2557], [-3.3242, -3.8455, -2.8176], [7.1199, 1.9283, 4.3637], [-4.8911, -2.5063, 1.1608], [-4.9014, -6.7495, 3.1297], [5.5389, 1.5087, 2.3483], [-2.8540, -10.5137, 1.8539], [6.3874, 2.1472, 2.1349], [0.1207, -0.0854, -1.4123], [-1.3953, -1.0364, 0.1686], [2.6077, -0.4688, 4.4492], [2.4653, -1.2301, -0.0705], [-1.7203, 1.5511, 3.0188], [-1.0937, 0.0898, -5.4652], [0.3572, 5.5635, -3.3316], [-0.9843, 4.5173, 1.3171], [1.9181, 1.1126, -2.3483], [7.9512, 4.0234, -0.4518], [-2.5203, 1.1241, 2.2707], [1.1012, 5.2206, 0.3134], [2.4113, 1.2563, 1.2328], [-3.1589, 1.0610, -4.9453], [-0.8212, 6.4196, -3.0453], [4.3360, -2.5278, -1.4382], [3.9102, 1.1058, 1.0744], [1.9206, 0.1439, 2.2665], [-0.0893, 1.6645, 1.2015], [0.3637, 4.0780, 1.0465], [-2.4353, 0.4706, -1.6863], [-2.8607, -1.1463, -3.5799], [0.4053, -1.3509, 0.6051], [-2.8364, -0.7256, -2.3150], [-2.9900, -6.5799, 1.7621], [-2.1511, 6.1996, -2.1875], [-4.5068, -5.6660, -1.0376], [-0.3745, -2.7422, -0.9722], [3.7298, -3.1216, -3.1352]], "forces_ev_per_a": [[1.74, 3.37, -2.85], [-0.68, -0.18, -2.16], [2.08, 0.43, -1.57], [-1.35, 9.11, 3.87], [0.71, -0.53, -0.48], [-0.52, 0.95, 0.14], [1.87, 1.89, 3.08], [-2.64, -0.45, 0.20], [-0.38, 2.24, -0.17], [0.09, -0.01, 0.06], [-0.04, -0.03, 0.74], [-0.35, -2.24, -0.71], [-1.47, -1.10, -1.55], [-2.09, 2.15, 0.48], [-0.18, 2.07, 0.88], [-0.17, -0.80, -0.95], [-2.52, -0.69, 0.48], [0.96, -0.39, -0.05], [-0.06, -3.55, -1.08], [-0.63, 0.46, 0.41], [-0.39, -0.01, 0.28], [-0.24, -2.37, -0.78], [0.25, 0.26, -0.28], [1.30, -0.46, -1.89], [0.06, -1.83, 2.10], [0.27, 3.79, 1.60], [-0.18, -2.23, -1.69], [-0.22, -0.29, 0.34], [-0.53, 0.24, 0.41], [1.37, 1.70, -1.82], [1.29, 0.64, -1.84], [0.01, -0.01, 0.01], [-0.80, -0.50, -0.93], [0.12, -0.06, 0.45], [0.82, -1.96, -1.06], [0.13, -2.17, -0.24], [-0.04, -0.01, -0.03], [4.45, -2.17, 0.83], [-0.05, -0.03, -0.01], [0.19, -0.38, -0.11], [0.76, 1.48, 2.06], [-0.17, -2.65, 1.25], [1.10, 1.92, -1.74], [-0.72, 1.49, 0.99], [0.00, 0.04, -0.01], [0.64, 0.11, -0.71], [-1.24, -2.76, 1.12], [4.14, 1.87, -3.31], [-1.61, -0.15, 1.25], [-1.66, 0.34, 3.61], [0.99, 2.49, 2.10], [-0.94, -1.99, 1.14], [-1.20, -1.82, 2.48], [0.24, 0.42, -0.83], [-0.36, -0.47, 0.22], [-0.75, -2.08, 0.20], [-1.28, 3.53, -1.39], [1.86, 2.17, 2.01], [1.02, -0.77, -2.63], [1.85, -0.06, 1.68], [-0.24, 0.40, 0.13], [2.12, -1.83, -0.28], [0.04, -0.07, 0.02], [2.16, -0.08, -1.19], [0.79, -0.18, -0.25], [-1.85, 0.70, 0.40], [2.44, 0.31, -0.98], [-0.03, -0.29, 0.81], [-0.88, 1.37, 2.42], [0.03, 0.27, -0.73], [1.36, -1.49, -3.23], [0.47, -0.23, -0.41], [0.19, 0.09, 0.02], [0.03, 0.04, -0.02], [-0.07, 0.06, -0.37], [-3.67, -2.54, -1.30], [1.97, -0.21, -1.11], [-0.25, 2.24, -1.55], [-0.46, 1.43, -1.59], [-1.35, -1.14, -1.27], [0.85, -0.05, 1.53], [-6.37, -1.93, 4.87], [0.61, -1.04, -0.04], [-0.87, 0.29, -2.59], [-0.20, -0.36, 0.73], [0.19, 0.91, -0.05], [-1.49, -2.96, 1.42], [0.45, 0.69, 1.93], [0.28, 1.85, 1.73], [-0.78, 0.17, 0.35], [-0.72, 0.81, -1.84], [-3.47, -0.68, 0.07], [0.07, -0.58, 2.24], [0.39, 1.44, -1.88], [2.14, 3.71, -1.17], [0.01, -2.80, 0.29], [1.18, 3.74, 7.15], [-1.19, 0.60, -1.50], [-2.37, -4.84, -3.76], [0.44, 0.02, -0.23], [2.55, -3.28, 0.27], [0.31, 2.65, 0.33], [0.35, -7.68, -4.48], [-0.01, 2.44, 1.54]], "lowdin_charge": [-0.044, -0.297, 0.104, 0.075, -0.381, 1.273, 0.056, 0.085, 0.117, 0.039, 0.146, -0.223, -0.062, 0.044, 0.054, -0.239, 0.156, -0.100, -0.025, 0.106, 0.028, 0.072, 0.025, 0.065, 0.078, -0.037, 0.133, 0.004, -0.382, 1.004, 0.083, 0.114, 0.038, 0.027, 0.091, -0.070, 0.126, -0.123, 0.125, 0.026, 0.168, 0.116, 0.092, -0.222, 0.126, -0.336, -0.270, 0.020, -0.290, -0.002, 0.081, 0.125, -0.053, -0.378, -0.133, 0.069, -0.129, -0.491, 0.097, 0.102, 0.024, 0.101, 0.096, 0.078, -0.064, -0.362, 0.121, -0.378, 0.107, 0.100, -0.047, 0.087, 0.083, 0.126, 0.019, -0.125, 0.094, 0.103, 0.153, 0.089, 0.076, 0.042, 0.026, -0.187, 0.105, -0.059, -0.492, -0.303, 0.059, -0.104, 0.114, -0.208, -0.190, 0.114, 0.770, -0.124, -0.009, 0.089, -0.267, 0.001, -0.037, 0.093, -0.053, 0.135]}